Molecular formula: C4H12N2O
Method: DFT, ωB97M-V/def2-TZVPD

```
! RIJCOSX wB97M-V def2-TZVPD def2/J DEFGRID3
* xyz 0 1
C -0.271 -0.554 2.467
N -0.684 0.186 1.137
C -0.503 1.509 1.037
C -0.566 2.068 -0.396
O -0.495 2.268 2.026
H -1.016 -0.397 3.276
H -0.388 -1.644 2.171
H 0.803 -0.333 2.526
H -0.522 -0.269 0.262
H -0.539 1.146 -1.064
H 0.313 2.702 -0.692
H -1.442 2.712 -0.536
C 1.302 -1.107 -1.855
N -0.059 -1.297 -1.317
H 2.036 -1.209 -1.054
H 1.372 -1.830 -2.745
H 1.414 -0.131 -2.290
H -0.559 -1.544 -2.171
H -0.197 -2.276 -0.781
*
```

Values from the calculation:
structure (SMILES): CNC(C)=O.CN
DFT total energy: -9369.40434 eV
HOMO energy: -9.0 eV